No. 1
{"formula": "C22H27N5O2S", "method": "wB97M-V/def2-TZVPD", "elements": ["C", "C", "C", "C", "C", "C", "C", "C", "C", "C", "N", "C", "O", "C", "C", "C", "N", "C", "N", "N", "C", "O", "C", "C", "C", "N", "C", "S", "C", "C", "H", "H", "H", "H", "H", "H", "H", "H", "H", "H", "H", "H", "H", "H", "H", "H", "H", "H", "H", "H", "H", "H", "H", "H", "H", "H", "H"], "coordinates": [[-2.53859, 1.33180, 5.84128], [-1.87076, 2.28022, 4.85143], [-2.45263, 2.13631, 3.44569], [-1.96957, 3.23525, 2.46980], [-0.53553, 3.07436, 2.05406], [0.50883, 3.49684, 2.86873], [1.82498, 3.29956, 2.48913], [2.11991, 2.68252, 1.28495], [1.08967, 2.28345, 0.45189], [-0.22629, 2.48060, 0.83567], [-2.14822, 0.81040, 2.94282], [-3.00335, 0.11460, 2.17090], [-4.06297, 0.57733, 1.79684], [-2.61794, -1.33239, 1.82810], [-1.15066, -1.72988, 1.99077], [-0.25952, -0.98665, 0.99961], [-0.74902, -1.18686, -0.35223], [0.13798, -1.28421, -1.34394], [1.41069, -1.33398, -1.17423], [2.07340, -1.50595, -2.33717], [3.49334, -1.58707, -2.38761], [4.14789, -1.50322, -1.37389], [3.95668, -1.76787, -3.73289], [3.11109, -1.84060, -4.80063], [3.58327, -2.02769, -6.20387], [1.76401, -1.74383, -4.65973], [1.31811, -1.58388, -3.46128], [-0.37370, -1.43120, -3.05529], [-2.13700, -0.85209, -0.57934], [-3.03702, -1.62106, 0.38268], [-2.10089, 1.44604, 6.82988], [-3.60306, 1.54323, 5.90970], [-2.41812, 0.29658, 5.52997], [-2.01387, 3.30794, 5.18797], [-0.79670, 2.08181, 4.81935], [-3.54603, 2.20251, 3.49374], [-2.11780, 4.20339, 2.95083], [-2.60779, 3.19139, 1.58559], [0.29055, 3.99722, 3.80103], [2.62435, 3.63224, 3.13500], [3.14561, 2.52138, 0.99127], [1.31263, 1.81250, -0.49413], [-1.03003, 2.18690, 0.17362], [-1.25223, 0.43151, 3.19845], [-3.23050, -1.94987, 2.49694], [-0.79089, -1.56253, 3.00730], [-1.07204, -2.80212, 1.79649], [0.76459, -1.35965, 1.03844], [-0.24327, 0.08674, 1.22144], [5.02444, -1.84317, -3.85974], [3.12821, -2.92225, -6.62424], [3.26259, -1.18312, -6.81075], [4.66461, -2.11458, -6.24223], [-2.39604, -1.09361, -1.61189], [-2.29061, 0.22438, -0.42610], [-4.06800, -1.30057, 0.23434], [-2.96499, -2.69074, 0.18189]], "forces_ev_per_a": [[0.158, 0.144, -0.057], [-0.273, -0.242, -0.057], [-0.063, 0.397, 0.004], [-0.113, -0.214, 0.092], [-0.110, 0.086, -0.066], [0.002, -0.005, -0.014], [0.086, 0.009, 0.071], [0.069, -0.020, -0.044], [0.019, 0.001, -0.068], [0.033, 0.145, 0.006], [0.156, 0.164, 0.268], [0.321, -0.487, 0.094], [-0.372, 0.182, -0.181], [-0.171, -0.174, -0.114], [-0.017, 0.207, -0.094], [0.242, -0.160, 0.375], [-0.243, -0.068, 0.302], [0.244, -0.153, -1.254], [0.111, 0.216, 1.196], [-0.205, -0.105, -0.866], [-0.051, 0.038, 0.246], [0.093, 0.006, 0.067], [0.044, -0.042, -0.313], [0.285, 0.032, 0.380], [0.086, 0.006, 0.082], [-0.683, 0.013, -0.299], [0.251, -0.037, -0.108], [0.171, 0.063, 0.470], [-0.327, -0.074, -0.053], [-0.075, 0.227, -0.016], [-0.006, -0.050, 0.114], [-0.127, -0.017, 0.035], [-0.018, -0.112, 0.030], [0.098, 0.066, -0.050], [0.073, 0.104, 0.013], [0.168, 0.001, 0.034], [-0.063, 0.047, -0.022], [-0.019, 0.058, 0.014], [-0.029, 0.048, 0.105], [0.070, 0.029, 0.050], [0.102, -0.016, -0.028], [0.031, -0.066, -0.092], [-0.093, -0.045, -0.047], [-0.048, -0.141, -0.095], [0.033, 0.085, -0.047], [0.043, -0.024, 0.045], [0.027, 0.000, 0.074], [-0.096, 0.098, 0.058], [0.083, -0.174, -0.017], [0.085, -0.008, -0.004], [-0.011, -0.060, -0.042], [-0.005, 0.050, -0.056], [0.077, -0.013, -0.071], [-0.057, 0.076, 0.074], [-0.032, -0.003, -0.113], [0.031, -0.050, -0.006], [0.019, -0.033, -0.007]], "e_above_lowest_kj_mol": 0.0, "smiles": "CC[C@@H](Cc1ccccc1)NC(=O)C1CCN(c2nn3c(=O)cc(C)nc3s2)CC1", "homo_ha": -0.305, "energy_ha": -1677.0323, "charge": 0, "homo_lumo_gap_ev": 8.81, "e_lumo_ev": 0.516}

No. 2
{"formula": "C22H27N6O2", "method": "wB97M-V/def2-TZVPD", "elements": ["C", "C", "N", "C", "C", "N", "C", "C", "C", "C", "C", "C", "C", "C", "N", "N", "N", "N", "C", "C", "C", "C", "C", "C", "C", "O", "C", "O", "C", "C", "H", "H", "H", "H", "H", "H", "H", "H", "H", "H", "H", "H", "H", "H", "H", "H", "H", "H", "H", "H", "H", "H", "H", "H", "H", "H", "H"], "coordinates": [[3.46732, -0.29456, -4.09736], [3.22702, -1.52032, -3.23113], [1.86139, -1.52687, -2.66379], [0.81301, -1.91008, -3.62411], [-0.56417, -1.49267, -3.07143], [-0.61852, -1.59341, -1.62591], [-0.96442, -0.40529, -0.86454], [-0.97357, -0.70011, 0.62447], [0.12352, -0.41121, 1.42585], [0.10046, -0.71598, 2.77576], [-1.01421, -1.31705, 3.33334], [-2.10700, -1.61453, 2.53608], [-2.08858, -1.30675, 1.18808], [-0.10898, 0.78578, -1.15905], [1.08214, 0.76447, -1.72980], [1.49119, 2.02588, -1.84184], [0.62395, 2.80774, -1.37664], [-0.40890, 2.08416, -0.94093], [-1.56362, 2.69708, -0.33919], [-1.59714, 2.45259, 1.14935], [-2.71541, 1.89816, 1.74567], [-2.76772, 1.65625, 3.11648], [-1.65295, 1.97528, 3.85053], [-0.51914, 2.53717, 3.25153], [-0.46869, 2.79218, 1.90566], [0.43926, 2.73753, 4.19606], [-0.13254, 2.33277, 5.42517], [-1.42558, 1.81547, 5.18128], [0.26180, -2.60425, -1.11147], [1.75300, -2.35481, -1.44462], [2.84927, -0.29700, -4.99085], [4.50539, -0.28165, -4.41595], [3.27380, 0.61700, -3.53669], [3.38069, -2.44094, -3.80033], [3.92910, -1.51036, -2.39516], [1.62684, -0.49661, -2.33261], [0.86051, -2.99005, -3.78295], [0.99154, -1.41302, -4.57664], [-1.32792, -2.14659, -3.51238], [-0.79128, -0.46906, -3.37601], [-1.99207, -0.13503, -1.15758], [1.00347, 0.05496, 1.00495], [0.95878, -0.48342, 3.38727], [-1.03303, -1.55247, 4.38579], [-2.97686, -2.08638, 2.96510], [-2.93843, -1.54243, 0.56597], [-2.46616, 2.30296, -0.81403], [-1.47860, 3.76616, -0.55452], [-3.57694, 1.65434, 1.14370], [-3.64064, 1.23304, 3.58166], [0.40209, 3.24103, 1.45577], [0.49514, 1.55598, 5.88594], [-0.20031, 3.19696, 6.10400], [-0.05538, -3.55458, -1.55250], [0.13696, -2.68648, -0.03299], [2.26230, -3.30830, -1.60155], [2.24882, -1.82270, -0.63090]], "forces_ev_per_a": [[-0.074, -0.118, 0.075], [0.462, 0.134, -0.259], [0.018, 0.221, 0.062], [-0.434, -0.007, -0.303], [-0.261, -0.127, -0.131], [0.128, 0.289, -0.025], [-0.348, -0.255, 0.208], [-0.046, 0.014, 0.046], [-0.099, -0.068, -0.116], [0.049, -0.095, 0.053], [0.046, -0.069, 0.012], [-0.040, -0.117, -0.052], [0.136, -0.053, -0.038], [0.058, 0.611, -0.138], [-0.811, -0.226, 0.466], [0.968, 0.150, -0.401], [-0.336, 1.299, 0.228], [0.633, -1.398, -0.588], [-0.581, 0.405, 0.547], [-0.203, 0.024, 0.008], [0.174, 0.237, -0.218], [0.231, 0.095, 0.428], [0.260, 0.305, -0.496], [-0.561, -0.133, -0.055], [0.028, 0.086, 0.383], [0.097, 0.025, -0.442], [0.556, 0.134, 1.162], [-0.372, -0.225, -0.193], [0.191, -0.212, 0.082], [-0.328, -0.334, 0.455], [-0.049, 0.031, -0.099], [0.076, 0.002, -0.036], [0.013, 0.121, 0.014], [-0.053, -0.023, 0.144], [-0.110, -0.096, 0.018], [0.206, -0.594, -0.159], [0.096, 0.063, 0.011], [0.061, -0.067, 0.048], [0.115, 0.113, -0.125], [0.002, -0.044, -0.020], [0.130, 0.058, 0.093], [0.083, 0.105, -0.043], [0.087, 0.037, 0.089], [-0.006, -0.017, 0.123], [-0.105, -0.046, 0.057], [-0.150, -0.020, -0.094], [0.104, 0.091, -0.010], [-0.047, -0.178, -0.111], [-0.108, -0.058, -0.122], [-0.139, -0.093, 0.080], [0.171, 0.058, -0.073], [-0.159, 0.137, -0.170], [-0.045, -0.167, -0.229], [0.082, -0.022, 0.091], [0.063, -0.123, -0.090], [0.081, 0.086, -0.052], [0.057, 0.054, -0.094]], "smiles": "CC[NH+]1CCN([C@@H](c2ccccc2)c2nnnn2Cc2ccc3c(c2)OCO3)CC1", "homo_ha": -0.387, "energy_ha": -1333.2901, "charge": 1, "homo_lumo_gap_ev": 8.60, "e_lumo_ev": -1.930}

No. 3
{"formula": "C22H27N9O3RuS2", "method": "wB97M-V/def2-TZVPD", "elements": ["Ru", "N", "C", "S", "N", "N", "C", "C", "C", "C", "C", "C", "N", "H", "H", "H", "H", "H", "H", "H", "C", "C", "N", "C", "C", "N", "C", "N", "N", "N", "C", "C", "C", "C", "C", "C", "H", "H", "H", "H", "H", "H", "H", "H", "H", "H", "H", "C", "C", "O", "O", "H", "H", "H", "C", "S", "C", "O", "H", "H", "H", "H", "H", "H"], "coordinates": [[1.80636, -0.69392, 0.85845], [4.49672, -4.01589, 1.32600], [3.91286, -2.85720, 1.13985], [2.79076, -2.59349, -0.11823], [4.34231, -1.87029, 2.01001], [3.68833, -0.75551, 1.83536], [4.14061, 0.27407, 2.53681], [3.69927, 1.57250, 2.16184], [4.19085, 2.70799, 2.79593], [3.85827, 3.95063, 2.26816], [3.08043, 3.98588, 1.13134], [2.61193, 2.78640, 0.56672], [2.89319, 1.60690, 1.07229], [4.27132, -4.81224, 0.74852], [5.17938, -4.12396, 2.06431], [4.90061, 0.10370, 3.29143], [4.82839, 2.61454, 3.66480], [4.21732, 4.86072, 2.72796], [2.82215, 4.92643, 0.66489], [1.98156, 2.78703, -0.30968], [0.32078, -2.13015, -2.04067], [-0.48681, -1.96343, -0.80410], [-0.07004, -1.48265, 0.36429], [-1.15124, -1.50846, 1.22839], [-2.21810, -2.00879, 0.56957], [-1.78933, -2.29033, -0.71116], [-2.66097, -2.65748, -1.82736], [-3.00859, -1.51773, -2.61969], [-2.34023, -1.28457, -3.78167], [-2.73307, -0.18513, -4.28528], [-3.69908, 0.35787, -3.45903], [-4.43273, 1.54298, -3.58470], [-5.32049, 1.83442, -2.57670], [-5.48871, 0.97064, -1.47134], [-4.77901, -0.20205, -1.34084], [-3.87602, -0.49047, -2.37006], [1.16395, -1.44077, -2.03310], [-0.27536, -1.93235, -2.93075], [0.70623, -3.14924, -2.11658], [-1.09260, -1.15669, 2.23939], [-3.22794, -2.19480, 0.88952], [-3.55388, -3.12109, -1.41214], [-2.15541, -3.37031, -2.47348], [-4.30943, 2.18480, -4.44630], [-5.91947, 2.73278, -2.63289], [-6.21231, 1.23375, -0.71138], [-4.94015, -0.86257, -0.50023], [0.66980, -0.89391, 4.81137], [1.07615, -0.93171, 3.37507], [1.48558, -1.98094, 2.82620], [1.01862, 0.13647, 2.66507], [0.18768, -1.83015, 5.08378], [0.02000, -0.04612, 5.01093], [1.56715, -0.79647, 5.42539], [-1.51634, 2.32907, -0.68274], [-0.52269, 1.03981, -1.41002], [-0.01481, 1.87308, -2.90666], [0.73523, 0.96528, -0.55245], [-0.86563, 3.16426, -0.42568], [-2.00172, 1.92753, 0.20394], [-2.26886, 2.62846, -1.41177], [-0.82745, 1.81098, -3.63043], [0.85061, 1.33220, -3.28542], [0.24405, 2.90967, -2.69507]], "forces_ev_per_a": [[-0.467, 0.149, 0.107], [-0.025, -0.044, -0.017], [0.104, 0.043, 0.091], [0.022, -0.029, -0.056], [-0.120, -0.079, -0.158], [0.226, 0.120, 0.203], [0.001, -0.064, -0.102], [0.036, -0.031, -0.057], [-0.014, 0.064, -0.019], [0.018, -0.030, 0.033], [-0.014, -0.011, -0.027], [-0.053, 0.036, 0.073], [0.099, 0.056, 0.102], [0.008, -0.008, 0.006], [-0.001, 0.019, 0.003], [0.018, -0.010, -0.012], [0.003, -0.006, 0.002], [0.004, 0.000, -0.003], [-0.008, -0.003, -0.004], [0.006, 0.004, 0.002], [0.011, -0.023, -0.020], [0.102, -0.033, -0.057], [-0.031, -0.091, 0.073], [-0.024, 0.028, -0.061], [-0.027, 0.101, -0.014], [0.008, -0.061, 0.007], [0.028, 0.002, 0.057], [-0.110, -0.033, -0.074], [0.088, 0.032, 0.067], [-0.015, 0.008, 0.000], [0.077, 0.074, -0.023], [0.020, 0.011, 0.025], [0.005, -0.011, 0.016], [-0.002, -0.001, -0.005], [-0.008, 0.002, -0.046], [0.009, -0.015, 0.094], [-0.011, 0.004, -0.016], [0.009, 0.028, 0.011], [0.004, 0.003, 0.010], [-0.003, -0.014, 0.013], [-0.003, -0.006, 0.009], [0.013, 0.002, 0.006], [-0.021, 0.000, -0.014], [-0.002, -0.004, -0.007], [-0.006, -0.001, 0.008], [0.001, 0.005, 0.002], [-0.001, -0.007, 0.008], [-0.008, 0.016, 0.002], [0.004, -0.044, -0.036], [0.037, -0.015, 0.135], [-0.037, -0.059, -0.258], [0.000, 0.001, -0.001], [0.001, 0.001, 0.000], [0.001, 0.001, 0.000], [0.006, 0.010, -0.017], [-0.080, -0.118, -0.033], [0.002, 0.029, 0.023], [0.212, 0.047, -0.025], [-0.029, 0.017, -0.016], [0.030, -0.011, 0.016], [-0.069, -0.009, -0.019], [-0.029, -0.010, 0.010], [-0.024, -0.019, -0.026], [0.029, -0.012, 0.008]], "multiplicity": 5, "homo_ha": [-0.503, -0.503], "s2": 6.0513, "energy_ha": -2463.7712, "charge": 2, "homo_lumo_gap_ev": [6.95, 4.90], "e_lumo_ev": [-6.725, -8.778]}

No. 4
{"formula": "C22H27NO3", "method": "wB97M-V/def2-TZVPD", "elements": ["C", "H", "O", "C", "C", "C", "C", "C", "C", "C", "C", "C", "C", "H", "H", "H", "C", "O", "C", "C", "N", "C", "C", "C", "H", "H", "H", "H", "H", "H", "C", "C", "H", "H", "C", "O", "C", "C", "H", "H", "H", "H", "H", "H", "H", "H", "H", "H", "H", "H", "H", "H", "H"], "coordinates": [[-8.33206, -0.13396, 0.00314], [-8.14106, -0.23745, -1.17216], [-7.41810, 0.99875, 0.38515], [-6.17822, 0.80168, 0.19830], [-5.54614, -0.36637, -0.56174], [-4.22455, -0.24258, -0.49449], [-3.55147, -1.31234, -1.03579], [-2.12355, -1.12470, -1.44271], [-1.42095, -0.03472, -0.89198], [-2.00400, 0.92198, -0.18457], [-3.49709, 1.14219, -0.00516], [-4.25174, 2.07577, 0.52281], [-5.47956, 1.74663, 0.63269], [-6.03700, 2.79989, 1.27280], [-3.60398, 2.80139, 0.89405], [-1.55052, 1.77354, 0.33647], [0.14598, -0.11453, -0.85733], [0.60823, 1.06943, -0.96515], [0.99559, -1.15310, -0.91451], [2.36896, -0.93662, -0.70267], [2.70129, -0.31605, 0.31993], [2.36901, -1.06496, 1.70617], [0.97964, -1.30843, 1.69507], [0.43980, -2.05783, 0.53973], [0.98023, -2.91640, 0.03603], [-0.49280, -2.23933, 0.39676], [0.77765, -2.22896, 2.50740], [0.50661, -0.30640, 1.72244], [2.94092, -2.16451, 1.59407], [2.85899, -0.68955, 2.52740], [4.02874, 0.49559, 0.38285], [3.97550, 1.58910, -0.60700], [3.18527, 2.28726, -0.22053], [3.90415, 1.18466, -1.54655], [5.28769, 2.30772, -0.29642], [6.47881, 1.76980, -0.56877], [6.52983, 0.43055, 0.04003], [5.25713, -0.43617, 0.34606], [5.33077, -1.27159, 0.76293], [5.06636, -0.68453, -0.85342], [7.47961, -0.19167, 0.05544], [6.48580, 0.79845, 1.50488], [5.28011, 3.18260, -0.95172], [5.35143, 2.59989, 0.76286], [4.03427, 0.80652, 1.39233], [3.08894, -2.01085, -0.94621], [2.73621, -0.44881, -1.61806], [0.78989, -1.96022, -1.73003], [-1.56144, -1.84448, -1.94917], [-4.14958, -1.94735, -1.56757], [-6.07339, -0.98832, -0.86571], [-9.38158, 0.17911, 0.12328], [-7.94464, -1.02970, 0.28833]], "forces_ev_per_a": [[1.043, 4.091, -4.601], [-0.813, 0.397, 2.042], [-6.781, -2.013, 0.320], [-0.247, -8.035, -4.898], [3.934, 14.533, 8.422], [2.648, 3.356, 0.802], [7.366, 1.982, -2.475], [-4.963, 0.045, 2.779], [2.381, -2.888, 0.215], [-4.208, 4.257, 2.074], [3.753, -9.640, -4.374], [5.717, 0.183, -0.284], [-2.738, 10.906, 6.378], [0.723, -3.692, -1.971], [-0.258, 2.305, 0.992], [1.039, -0.663, -0.488], [-3.323, 9.756, -2.563], [-0.439, -2.349, 0.860], [-2.701, -8.368, 0.890], [3.479, -5.313, -9.066], [3.810, 4.750, 11.591], [4.584, -3.232, -6.077], [-3.444, -3.118, 2.634], [7.855, 1.046, -4.752], [-0.156, 0.174, 2.215], [-6.180, -0.662, -0.072], [0.021, 3.225, -0.747], [-0.648, -0.791, 0.889], [-1.186, 2.293, 0.120], [0.569, 1.750, 1.752], [-2.508, -4.083, 1.687], [1.247, 1.212, 4.318], [0.374, -0.724, -1.187], [-0.379, -0.264, -2.536], [-1.878, 3.455, -0.777], [2.308, -6.128, -0.672], [0.428, 1.266, 7.239], [-1.121, 8.664, -12.361], [0.840, -6.560, 4.297], [0.303, -0.813, 2.244], [-1.066, 1.481, -0.972], [0.976, -0.388, -3.111], [-0.026, 0.537, 0.484], [-0.714, 0.226, 0.067], [-0.392, 1.334, 1.116], [-1.954, 1.389, 0.747], [-0.005, 0.449, 0.044], [0.140, 1.685, 1.177], [0.411, -1.216, -0.885], [-1.138, -2.358, -0.943], [-7.941, -10.508, -5.128], [0.798, -0.434, 0.558], [0.459, -2.507, 1.988]], "e_above_lowest_kj_mol": 1759.9, "homo_ha": -0.287, "energy_ha": -1134.3361, "charge": 0, "homo_lumo_gap_ev": 7.88, "e_lumo_ev": 0.076}